Record 1
Below is a structure of composition C5H10O, with properties calculated with ωB97M-V/def2-TZVPD.

Cartesian coordinates (Å):
C1 2.382 0.232 -0.506
C2 1.342 -0.273 0.489
O1 0.173 0.523 0.505
C3 -1.051 -0.192 0.344
C4 -2.379 0.239 0.795
C5 -1.625 -0.023 -0.959
H1 3.298 -0.372 -0.436
H2 2.645 1.273 -0.300
H3 2.013 0.169 -1.536
H4 1.100 -1.321 0.250
H5 1.762 -0.257 1.502
H6 -0.969 -1.261 0.604
H7 -2.850 -0.244 1.680
H8 -2.771 1.238 0.638
H9 -1.344 -0.732 -1.758
H10 -1.726 1.001 -1.312

---

Record 2
Below is a cluster of 2 separate species, C5H10O in total, with properties calculated with ωB97M-V/def2-TZVPD.

Cartesian coordinates (Å):
C1 -1.683 0.631 -1.303
C2 -0.706 0.068 -0.296
C3 -0.969 0.007 0.997
C4 1.223 -1.443 -0.632
C5 0.644 -0.267 -0.829
H1 -1.379 0.449 -2.323
H2 -1.920 1.680 -1.117
H3 -2.648 0.156 -1.125
H4 -1.867 0.362 1.492
H5 -0.336 -0.376 1.788
H6 0.811 -2.361 -0.241
H7 2.231 -1.510 -1.030
H8 1.148 0.551 -1.330
H9 1.031 0.687 1.834
H10 2.572 0.861 1.792
O1 1.847 0.504 2.324

Values from the calculation:
* SMILES: C=CC(=C)C.O

---

no.,E_LUMO (eV)
1,0.8
2,0.9